{
  "formula": "C41H58N5O5S4Si2Sn",
  "method": "ωB97M-V/def2-TZVPD",
  "species": ["Sn", "C", "C", "C", "C", "O", "Si", "S", "O", "C", "C", "C", "C", "O", "C", "C", "C", "C", "H", "H", "H", "H", "H", "H", "H", "H", "H", "H", "H", "H", "H", "H", "H", "H", "H", "H", "H", "H", "H", "H", "H", "H", "H", "H", "H", "O", "C", "C", "C", "C", "N", "C", "C", "C", "C", "C", "C", "O", "C", "C", "N", "H", "H", "H", "H", "H", "H", "H", "H", "H", "H", "H", "H", "C", "Si", "C", "C", "N", "C", "C", "C", "C", "C", "C", "H", "H", "H", "H", "H", "H", "H", "H", "H", "H", "H", "H", "H", "H", "S", "C", "S", "C", "N", "N", "C", "C", "C", "C", "C", "C", "S", "H", "H", "H", "H", "H"],
  "xyz": [[-1.26623, -0.15353, -0.62624], [1.89907, 2.12547, -1.73734], [1.47647, 2.85257, -0.46524], [2.28517, 2.37627, 0.73926], [1.65177, 4.35827, -0.64344], [0.11437, 2.51227, -0.21344], [-1.24623, 3.35387, -0.49704], [-2.72803, 1.87887, -0.10404], [-1.16463, 3.85537, -2.03774], [-1.97163, 4.76487, -2.76354], [-1.70263, 4.50487, -4.24974], [-1.55763, 6.19137, -2.39644], [-3.44803, 4.54307, -2.44904], [-1.42683, 4.70227, 0.40456], [-1.90493, 4.93307, 1.71926], [-1.37693, 6.31167, 2.13246], [-3.43393, 4.91027, 1.70166], [-1.40203, 3.86597, 2.68536], [2.90397, 2.41617, -2.03224], [1.20167, 2.38047, -2.53294], [1.87247, 1.05027, -1.56954], [3.33967, 2.57527, 0.57436], [2.14857, 1.30777, 0.89456], [1.96527, 2.90057, 1.63856], [2.70557, 4.59997, -0.75954], [1.25327, 4.88297, 0.22026], [1.11217, 4.69197, -1.52394], [-0.64793, 4.65417, -4.46924], [-2.29193, 5.18577, -4.85944], [-1.96743, 3.48077, -4.49874], [-0.52993, 6.37377, -2.70164], [-1.62123, 6.30797, -1.31964], [-2.20683, 6.91257, -2.88554], [-3.69173, 3.49137, -2.56574], [-4.07073, 5.13727, -3.11274], [-3.64763, 4.81547, -1.41804], [-1.72753, 7.07117, 1.43836], [-0.28923, 6.31577, 2.12066], [-1.72053, 6.56037, 3.13326], [-3.81743, 5.69937, 1.05946], [-3.82053, 5.04437, 2.70826], [-3.76283, 3.94867, 1.31356], [-0.32203, 3.76877, 2.60826], [-1.87323, 2.92187, 2.43106], [-1.66493, 4.13267, 3.70536], [0.60607, -2.56503, 6.09066], [-0.20743, -1.43913, 5.84306], [-0.19593, -1.12313, 4.37096], [-0.25493, 0.17797, 3.89036], [-0.35263, 0.36077, 2.52296], [-0.34013, -0.63243, 1.65226], [-0.16553, -1.87983, 2.08606], [-0.13013, -2.15453, 3.45176], [0.05967, -2.92523, 1.08346], [0.62527, -4.14953, 1.43386], [0.89047, -5.08833, 0.44886], [1.51627, -6.40883, 0.82156], [2.67737, -6.26043, 1.60476], [0.60967, -4.74783, -0.86674], [0.06127, -3.50163, -1.11864], [-0.22413, -2.62733, -0.17864], [0.63537, -2.73473, 7.03566], [0.14177, -0.57093, 6.41766], [-1.24913, -1.64963, 6.14036], [-0.23413, 1.02277, 4.56356], [-0.42003, 1.34837, 2.09016], [-0.04593, -3.16203, 3.82136], [0.90187, -4.37133, 2.45166], [1.73697, -6.98883, -0.08704], [0.82057, -6.98763, 1.44016], [3.25737, -5.62373, 1.16896], [0.82267, -5.43093, -1.67474], [-0.14513, -3.19093, -2.13054], [-2.39333, -1.57603, -3.40884], [-3.46933, -2.37483, -2.05374], [-3.18433, -4.27573, -2.15694], [-5.26943, -2.00203, -2.60524], [-3.04353, -1.65503, -0.55024], [-3.75933, -1.91393, 0.58346], [-3.57293, -1.14503, 1.74046], [-4.28773, -1.36983, 2.89406], [-5.23933, -2.37593, 2.95316], [-5.44493, -3.14973, 1.82256], [-4.71623, -2.93613, 0.67136], [-2.65373, -1.94783, -4.39414], [-1.33603, -1.76693, -3.24734], [-2.54663, -0.49803, -3.40504], [-2.99693, -4.60643, -3.17534], [-4.03993, -4.83593, -1.79024], [-2.32883, -4.56123, -1.55094], [-5.45373, -2.33393, -3.62404], [-5.44663, -0.93123, -2.56344], [-6.00513, -2.47563, -1.96304], [-2.87803, -0.31873, 1.68966], [-4.11243, -0.74323, 3.75906], [-5.81883, -2.54973, 3.84956], [-6.19463, -3.93213, 1.82896], [-4.89613, -3.56273, -0.18584], [8.03277, 0.40167, -0.01534], [6.59897, -0.39213, -0.21884], [5.09827, 0.25517, 0.40666], [4.21877, -1.17953, -0.31614], [5.05217, -1.95873, -0.90414], [6.35127, -1.55913, -0.86494], [7.24467, -2.39993, -1.54164], [6.68897, -3.41583, -2.32544], [7.49957, -4.26413, -3.04764], [8.87747, -4.12323, -3.00724], [9.43077, -3.13943, -2.20594], [8.63077, -2.28673, -1.46844], [2.59097, -1.41883, -0.18214], [5.61577, -3.51663, -2.35614], [7.04337, -5.03763, -3.65004], [9.50537, -4.77613, -3.59574], [10.50317, -3.02763, -2.14854], [9.08157, -1.53363, -0.84604]],
  "de_lowest_kcal_mol": 9.19,
  "total_charge": -1,
  "largest_force_ev_per_a": 1.6,
  "gap_ev": 6.2
}


{
  "formula": "C41H59BrN6O2SSi2Ti",
  "method": "ωB97M-V/def2-TZVPD",
  "species": ["Ti", "O", "C", "C", "C", "C", "C", "C", "C", "O", "N", "N", "C", "C", "Br", "C", "C", "C", "C", "C", "C", "C", "H", "H", "H", "H", "H", "H", "H", "H", "H", "H", "H", "H", "H", "H", "C", "C", "N", "N", "C", "N", "S", "C", "C", "C", "C", "C", "N", "H", "H", "H", "H", "H", "H", "H", "H", "H", "C", "Si", "C", "C", "C", "C", "H", "H", "H", "H", "H", "H", "H", "H", "H", "C", "C", "C", "C", "Si", "C", "C", "C", "C", "C", "C", "C", "C", "H", "H", "H", "H", "H", "H", "H", "H", "H", "H", "H", "H", "H", "H", "H", "H", "H", "H", "H", "H", "H", "H", "H", "H", "H", "H", "H"],
  "xyz": [[-0.20157, 0.83481, -0.04517], [2.89706, -2.80557, 2.18263], [1.70402, -3.07052, 2.80390], [1.56943, -4.05588, 3.76938], [0.34660, -4.23522, 4.39777], [-0.72797, -3.41761, 4.08350], [-0.57250, -2.41721, 3.13468], [0.63306, -2.24790, 2.47267], [0.83283, -1.14406, 1.46846], [-0.33602, -0.41933, 1.23342], [1.78900, -0.17689, 2.00888], [1.79980, 1.00503, 1.34232], [2.83477, 1.74467, 1.49357], [2.94581, 3.10987, 1.02424], [1.35458, 3.87905, 0.35368], [4.05085, 3.86053, 1.10002], [5.38985, 3.38138, 1.47420], [6.21280, 4.20508, 2.24442], [7.48112, 3.79017, 2.61202], [7.95350, 2.55084, 2.20229], [7.15418, 1.73543, 1.41475], [5.88303, 2.14828, 1.04788], [3.53285, -3.49964, 2.38331], [2.41843, -4.67825, 4.02696], [0.24206, -5.01100, 5.14442], [-1.67916, -3.55279, 4.57850], [-1.39874, -1.77076, 2.87233], [1.20368, -1.55761, 0.51261], [2.70159, -0.56426, 2.22897], [3.68029, 1.36955, 2.06909], [3.96915, 4.91247, 0.85303], [5.84752, 5.17387, 2.56078], [8.10406, 4.43634, 3.21557], [8.94599, 2.22752, 2.48570], [7.52448, 0.77897, 1.07213], [5.28232, 1.52187, 0.39908], [0.08298, 0.35025, -4.19746], [-0.35441, -0.41268, -2.97751], [-0.03285, 0.11204, -1.73291], [0.90157, 1.19309, -1.65134], [2.22245, 0.81238, -1.72938], [3.04415, 1.89286, -1.81970], [2.82142, -0.74206, -1.70314], [-1.03744, -1.56922, -3.08694], [-1.58954, -2.09527, -4.33122], [-2.67566, -2.87979, -4.28707], [-3.25272, -3.24914, -3.00504], [-2.55140, -3.05130, -1.88778], [-1.30070, -2.38667, -1.92731], [1.04635, -0.01664, -4.55875], [-0.65121, 0.25314, -4.99430], [0.19493, 1.40590, -3.96399], [2.64249, 2.76860, -2.11536], [4.00276, 1.70076, -2.05715], [-1.12281, -1.84549, -5.27363], [-3.11233, -3.27259, -5.19449], [-4.21571, -3.73566, -2.95112], [-2.84567, -3.39969, -0.90860], [1.34394, -6.40593, 0.23281], [1.81569, -5.18008, -1.10115], [1.61460, -5.98924, -2.78228], [3.59778, -4.63303, -0.90931], [0.67702, -3.74682, -1.03211], [-0.26599, -3.11035, -1.45574], [1.95141, -7.30835, 0.14813], [0.29772, -6.69365, 0.12933], [1.47775, -5.99353, 1.23376], [2.18400, -6.91886, -2.84390], [1.95730, -5.32744, -3.57822], [0.56543, -6.21785, -2.97090], [4.26672, -5.43805, -1.22216], [3.83613, -4.37940, 0.12122], [3.80417, -3.75950, -1.52721], [-1.55067, 3.40569, 2.34026], [-2.51191, 3.60293, 1.15013], [-3.87082, 4.04239, 1.71911], [-2.01320, 4.78289, 0.30206], [-2.57554, 1.98686, 0.06083], [-3.72541, 0.67649, 0.94646], [-5.21679, 1.03889, 0.89971], [-3.32414, 0.54642, 2.42426], [-3.59362, -0.72112, 0.32516], [-3.24937, 2.39269, -1.71797], [-2.17316, 3.09497, -2.55798], [-4.50818, 3.27100, -1.73568], [-3.60102, 1.07969, -2.43112], [-2.03988, 2.89813, 3.16932], [-1.20263, 4.37564, 2.70901], [-0.65564, 2.82436, 2.09622], [-3.75911, 5.01414, 2.21323], [-4.25565, 3.34633, 2.46305], [-4.62804, 4.15901, 0.94335], [-1.78382, 5.63134, 0.95409], [-2.77079, 5.11301, -0.40766], [-1.12016, 4.55730, -0.27874], [-5.43092, 2.03481, 1.28956], [-5.77833, 0.32166, 1.50869], [-5.61711, 0.98023, -0.11217], [-3.57805, 1.43291, 3.00332], [-2.25789, 0.34823, 2.55215], [-3.87171, -0.29250, 2.86778], [-4.04235, -0.77389, -0.66455], [-4.12279, -1.44131, 0.96061], [-2.56304, -1.06513, 0.24570], [-1.97198, 4.11008, -2.21812], [-2.51370, 3.16275, -3.59712], [-1.22903, 2.54889, -2.55326], [-4.32164, 4.28052, -1.37173], [-5.32086, 2.84798, -1.14570], [-4.86755, 3.36296, -2.76649], [-2.80112, 0.34247, -2.37313], [-3.78424, 1.28113, -3.49217], [-4.50721, 0.62715, -2.03055]],
  "de_lowest_kcal_mol": 37.14,
  "total_charge": 0,
  "largest_force_ev_per_a": 0.8,
  "gap_ev": 6.4
}


{
  "formula": "C41H59FN2OSSi2Sn",
  "method": "ωB97M-V/def2-TZVPD",
  "species": ["Sn", "C", "C", "C", "C", "C", "C", "C", "C", "C", "H", "H", "H", "H", "H", "H", "H", "H", "H", "H", "H", "H", "C", "Si", "C", "C", "N", "C", "C", "C", "C", "C", "C", "F", "H", "H", "H", "H", "H", "H", "H", "H", "H", "H", "H", "H", "H", "C", "Si", "C", "N", "C", "C", "C", "C", "C", "C", "C", "C", "C", "C", "C", "C", "C", "C", "C", "C", "C", "H", "H", "H", "H", "H", "H", "H", "H", "H", "H", "H", "H", "H", "H", "H", "H", "H", "H", "H", "H", "H", "H", "H", "H", "C", "C", "S", "O", "C", "C", "H", "H", "H", "H", "H", "H", "H", "H", "H", "H"],
  "xyz": [[0.81044, 0.25818, 0.08367], [-1.84796, 3.08748, 3.00886], [-0.82763, 2.09025, 3.47099], [-1.18002, 0.77246, 3.71177], [-0.23460, -0.15424, 4.12824], [-0.64105, -1.55675, 4.46031], [1.08440, 0.24767, 4.27108], [1.46519, 1.56001, 4.02990], [2.90591, 1.95676, 4.13863], [0.49379, 2.47315, 3.65141], [-2.84110, 2.64829, 3.04178], [-1.63621, 3.38919, 1.98233], [-1.83667, 3.98248, 3.63084], [-2.20469, 0.45947, 3.57791], [-0.89449, -1.63843, 5.51858], [0.17150, -2.24980, 4.25721], [-1.51630, -1.84993, 3.88664], [1.82584, -0.47440, 4.58337], [3.01951, 2.99000, 4.46223], [3.38147, 1.84811, 3.16242], [3.42668, 1.31001, 4.84079], [0.76251, 3.50950, 3.51159], [0.81107, -0.97945, -4.58911], [1.40683, 0.46808, -3.47470], [2.80191, 1.45545, -4.34069], [-0.09007, 1.63807, -3.37244], [1.96610, 0.04171, -1.88721], [3.23066, -0.47906, -1.77492], [3.81561, -1.25286, -2.79177], [5.09819, -1.74852, -2.71619], [5.89313, -1.50280, -1.60984], [5.35444, -0.76413, -0.57206], [4.06743, -0.28371, -0.66719], [3.63481, 0.45283, 0.40769], [0.13709, -0.61534, -5.35912], [0.27183, -1.72185, -4.00753], [1.62147, -1.49395, -5.09591], [2.50226, 1.83738, -5.31245], [3.69097, 0.85028, -4.48116], [3.08837, 2.30119, -3.72159], [-0.01920, 2.42491, -4.11704], [-0.13868, 2.08736, -2.38969], [-1.02116, 1.11004, -3.54554], [3.22568, -1.45449, -3.66968], [5.47577, -2.32809, -3.54649], [6.90238, -1.87787, -1.56310], [5.92659, -0.53861, 0.31550], [-1.48351, 0.53114, -0.39447], [-2.38855, -1.12109, -0.36113], [-1.08897, -2.43749, -0.84977], [0.21090, -2.31850, -0.20047], [0.19038, -2.73631, 1.19748], [0.40428, -4.23381, 1.38161], [1.79926, -4.64088, 0.88315], [2.32907, -3.60460, -0.10905], [1.17864, -3.11232, -0.96577], [-3.27083, -1.46672, 1.28575], [-3.21898, -2.69420, 1.93626], [-3.87044, -2.90405, 3.14016], [-4.62517, -1.88966, 3.70471], [-4.71420, -0.66743, 3.05896], [-4.03633, -0.46161, 1.87009], [-3.72427, -1.38949, -1.69415], [-3.38365, -1.31650, -3.04173], [-4.30762, -1.59049, -4.03374], [-5.60256, -1.94511, -3.69259], [-5.97048, -1.99673, -2.35918], [-5.03750, -1.72124, -1.37485], [-1.86010, 1.19311, 0.39200], [-1.68799, 1.02146, -1.34426], [-0.90356, -2.27240, -1.91121], [-1.47558, -3.46189, -0.76900], [-0.75407, -2.41895, 1.62824], [0.97525, -2.19281, 1.73511], [-0.36790, -4.76632, 0.82216], [0.28010, -4.49172, 2.43408], [1.73135, -5.61211, 0.38743], [2.49233, -4.74261, 1.71890], [3.09074, -4.04570, -0.75378], [2.77804, -2.75395, 0.40521], [0.67894, -3.99214, -1.39801], [1.55067, -2.49156, -1.78027], [-2.65716, -3.50666, 1.49836], [-3.78605, -3.86038, 3.63819], [-5.15129, -2.05777, 4.63343], [-5.31105, 0.12533, 3.49061], [-4.10669, 0.49917, 1.38026], [-2.37441, -1.04484, -3.31669], [-4.02107, -1.53320, -5.07522], [-6.32097, -2.18937, -4.46175], [-6.98444, -2.25818, -2.08696], [-5.33211, -1.77060, -0.33602], [-0.96792, 5.38988, -1.68324], [0.41742, 4.79163, -1.52980], [0.53185, 3.88479, 0.08660], [1.35856, 2.68502, -0.20071], [1.69407, 5.01459, 0.97726], [2.96325, 5.36564, 0.22990], [-1.00841, 6.03439, -2.56079], [-1.22380, 5.98476, -0.80808], [-1.71313, 4.60737, -1.79880], [1.17739, 5.56351, -1.56262], [0.63038, 4.04488, -2.29100], [1.95009, 4.44463, 1.86860], [1.10899, 5.88824, 1.26073], [3.39769, 4.46149, -0.19270], [3.67579, 5.80242, 0.92657], [2.79536, 6.09188, -0.56234]],
  "de_lowest_kcal_mol": 1.42,
  "total_charge": 0,
  "largest_force_ev_per_a": 1.4,
  "gap_ev": 7.2
}


| no. | lowest unoccupied orbital energy (Ha) |
| --- | --- |
| 1 | 0.0644 |
| 2 | -0.0160 |
| 3 | 0.0139 |